ORCA calculation (the ωB97M-V functional and the def2-TZVPD basis) on a structure of composition C24H86Cl2N4O25Pt in a non-equilibrium geometry.

Summary:
- <S²>: 2.00
- LUMO (alpha / beta): -0.53 / -0.54 eV
- HOMO level (alpha / beta): -8.38 / -8.59 eV
- Spin multiplicity: 3

Element x y z (Å)
Pt  1.3040  -4.7873  6.3397
Cl  -0.6205  -9.0193  6.1506
O  -1.6703  -9.8875  5.7194
O  0.2790  -9.0317  5.1155
O  -1.2377  -7.7018  6.2585
O  -0.1553  -9.6219  7.3964
Cl  -1.9968  -2.2734  9.9726
O  -2.0976  -0.8858  10.2211
O  -3.0364  -2.9714  10.5794
O  -2.1103  -2.5031  8.6034
O  -0.6886  -2.5913  10.5625
O  0.9573  -6.0071  4.6118
H  1.4313  -6.6252  4.0555
H  0.1267  -5.8640  4.1580
O  2.1746  -7.6869  2.8204
H  2.3441  -7.6816  1.8784
H  1.8450  -8.5675  3.0000
O  1.0242  -2.8500  5.3837
H  1.0282  -2.4029  4.5374
H  0.5676  -2.2478  5.9712
O  1.9333  -3.9430  8.2424
H  2.8001  -4.0929  8.6199
H  1.3559  -3.8433  8.9993
O  3.8666  -2.6928  10.0162
H  3.8508  -1.8773  10.5172
H  3.6817  -3.3748  10.6618
O  1.8650  -4.6193  1.1388
H  1.3706  -4.0117  1.6890
H  2.4289  -4.0573  0.6074
O  3.2918  -4.5150  5.8278
H  3.7675  -4.9035  5.0937
H  3.9019  -3.8776  6.1988
O  1.8911  -6.7015  7.4474
H  1.6079  -7.5636  7.7521
H  2.7213  -6.5483  7.8986
O  -0.8384  -4.8281  6.9123
H  -1.3083  -5.6436  6.7384
H  -1.4694  -4.2830  7.3824
C  -0.3657  1.4851  7.9853
C  -0.2106  0.5314  6.7628
C  1.0995  0.9286  5.8461
O  0.9926  2.2751  5.2140
C  2.2269  2.9919  5.2466
N  0.0358  -0.8538  7.1993
H  0.3827  1.3411  8.7646
H  -1.3343  1.2026  8.3979
H  -0.3101  2.5305  7.6818
H  -1.1703  0.5667  6.2474
H  1.0974  0.1676  5.0657
H  1.9943  0.7394  6.4391
H  2.8387  2.7896  6.1257
H  2.2645  4.0799  5.1922
H  2.7638  2.6611  4.3575
H  -0.7406  -1.1054  7.7943
H  0.8035  -0.6957  7.8362
C  5.1654  -4.3129  2.5619
C  5.4917  -5.7044  2.9544
C  6.9042  -5.7963  3.7036
O  7.8842  -5.2123  2.8652
C  9.2246  -5.3175  3.3161
N  4.3391  -6.2020  3.6973
H  5.4287  -3.6821  3.4109
H  4.1174  -4.2285  2.2742
H  5.8226  -4.0000  1.7505
H  5.3708  -6.2693  2.0300
H  7.1612  -6.8244  3.9584
H  6.8830  -5.2010  4.6164
H  9.4833  -6.3506  3.5481
H  9.2599  -4.8131  4.2817
H  9.8540  -4.8285  2.5726
H  3.5371  -5.9516  3.1367
H  4.3788  -7.2043  3.8157
C  5.7188  -6.9409  7.4289
C  5.0040  -7.2297  8.6834
C  5.8996  -7.1102  9.9068
O  6.7629  -8.2469  9.9220
C  7.6796  -8.1233  10.9883
N  3.9926  -6.1466  8.7998
H  6.0973  -5.9189  7.4474
H  5.1202  -7.0666  6.5267
H  6.4793  -7.7205  7.3838
H  4.6745  -8.2600  8.5490
H  5.1579  -7.1110  10.7055
H  6.4593  -6.1785  9.8243
H  7.1912  -7.7752  11.8984
H  8.4767  -7.4034  10.8026
H  7.9517  -9.1449  11.2537
H  4.3905  -5.2183  8.7900
H  3.8124  -6.1335  9.7935
C  -1.7138  -7.8578  2.2921
C  -2.2263  -6.4084  2.5901
C  -3.7247  -6.3777  2.4219
O  -4.1479  -5.0745  2.7728
C  -5.5805  -5.0568  2.7036
N  -1.8127  -5.8784  3.8528
H  -0.6408  -7.9625  2.4522
H  -1.9389  -8.1584  1.2688
H  -2.0824  -8.5014  3.0908
H  -1.7676  -5.7459  1.8561
H  -4.2968  -7.1399  2.9509
H  -3.9574  -6.5077  1.3650
H  -6.0916  -5.5452  3.5332
H  -5.9159  -5.3320  1.7036
H  -5.8919  -4.0526  2.9911
H  -2.4366  -5.1219  4.0949
H  -2.0900  -6.5836  4.5205
C  -1.2978  -6.6455  10.3084
C  -2.7891  -6.6130  9.8854
O  -2.9662  -5.6597  8.8986
H  -0.7900  -6.8056  9.3573
H  -1.2524  -7.5211  10.9561
H  -1.0647  -5.6442  10.6704
H  -3.4552  -6.4376  10.7301
H  -3.0641  -7.6259  9.5913
H  -2.8425  -4.8990  9.4710
C  -2.2810  -1.4261  3.4707
C  -2.1189  -0.9043  2.0226
O  -1.1127  0.0196  1.8490
H  -3.2667  -1.8539  3.6540
H  -2.0161  -0.6969  4.2362
H  -1.6840  -2.3332  3.5648
H  -3.0701  -0.6019  1.5846
H  -1.8349  -1.7091  1.3445
H  -1.2803  0.8382  2.3217
C  7.1569  -3.0436  7.0718
C  5.9312  -2.1063  6.6980
O  4.7067  -2.5935  7.3157
H  7.4541  -3.7059  6.2587
H  7.1802  -3.4815  8.0697
H  8.0756  -2.4593  7.1254
H  5.7971  -1.9021  5.6358
H  6.2952  -1.1627  7.1045
H  4.5977  -2.2456  8.2037
C  1.9411  -8.5208  10.6792
C  1.4610  -8.1183  12.1008
O  1.7911  -6.7990  12.4297
H  3.0212  -8.6568  10.7339
H  1.7399  -7.8549  9.8400
H  1.6143  -9.4755  10.2670
H  1.8576  -8.7186  12.9197
H  0.3821  -8.2275  12.2115
H  2.0282  -6.8371  13.3592

Cartesian forces, eV/Å:
Pt -1.32 -1.25 0.49
Cl -5.63 -2.38 1.81
O -1.38 -0.69 -0.15
O 4.91 0.86 -2.71
O 1.14 0.54 1.18
O 1.13 2.04 -0.25
Cl 2.53 2.41 3.39
O -0.93 2.00 -0.17
O -1.81 -2.04 1.79
O 0.91 -1.10 -4.13
O -0.30 -1.58 -1.20
O 0.14 0.26 -0.40
H 0.68 -0.51 -0.12
H -1.55 0.15 -0.19
O 0.04 -0.22 -0.04
H -0.06 0.23 -0.34
H -0.32 -0.41 0.36
O 0.25 0.30 -0.80
H 0.06 -0.25 -0.44
H -0.69 1.17 1.13
O 0.07 0.81 0.77
H 0.23 0.04 -0.25
H -0.75 0.14 0.32
O 0.24 -0.07 -0.19
H -0.14 0.30 0.19
H -0.06 -0.18 0.35
O 0.14 -0.35 0.08
H -0.26 0.11 0.19
H 0.12 0.16 -0.25
O 1.73 0.31 -0.21
H 0.20 -1.26 -0.98
H 0.01 0.81 0.81
O -1.10 -0.58 -0.82
H -0.84 -0.41 -0.34
H 1.09 0.61 0.67
O -0.15 -0.03 -0.34
H -0.02 -0.91 0.02
H -0.10 0.67 0.57
C -0.15 -0.62 -0.84
C 1.97 1.50 -0.04
C -2.81 0.33 -0.22
O 0.26 -0.93 1.90
C 0.90 -0.88 -0.63
N 0.27 0.78 -0.44
H 0.19 -0.27 -0.08
H -0.02 0.50 0.37
H -0.34 -0.01 -0.05
H 0.35 0.07 -0.62
H 0.15 0.14 -0.39
H 0.13 0.64 0.17
H -0.11 -0.43 0.19
H -1.38 0.09 -0.07
H 0.55 0.00 0.01
H -0.32 -0.47 0.16
H 0.36 -0.72 0.41
C 0.95 1.09 0.05
C 0.30 -0.95 -0.23
C -1.03 0.29 -1.21
O -0.29 -0.34 -0.85
C -1.16 0.13 0.75
N 0.58 0.70 1.62
H -0.45 0.49 0.07
H 0.11 0.20 0.05
H -0.17 0.10 -0.09
H 1.61 -0.37 -0.37
H -0.01 -0.24 -0.01
H -0.45 -0.04 0.41
H 0.28 -0.23 -0.49
H 0.50 0.41 0.15
H 0.04 -0.28 0.19
H -0.23 -0.45 0.12
H -0.30 -0.02 -0.03
C 1.06 -0.56 -1.10
C 0.44 1.67 -0.49
C -0.36 -1.53 -1.45
O -0.44 1.25 0.47
C -0.57 -0.64 0.76
N -0.12 -0.79 1.84
H 0.46 -0.07 -0.16
H -0.33 0.11 0.14
H 0.64 0.45 -0.35
H -1.09 0.19 0.70
H 0.58 -0.02 0.94
H 0.14 0.21 0.34
H -0.37 0.25 0.11
H 0.35 -0.36 -0.32
H 0.82 0.19 -0.31
H 1.10 0.13 -1.17
H -1.30 -0.43 0.57
C 0.30 1.06 1.21
C 0.54 -1.04 -1.58
C 0.23 0.62 -0.88
O -1.50 -0.43 0.28
C 0.41 1.61 0.86
N 0.30 -0.54 1.07
H 0.22 0.45 -0.26
H -0.29 -0.17 0.25
H -0.55 -0.44 -0.38
H -0.29 0.08 -0.47
H 0.27 -0.15 0.51
H -0.04 -0.29 -0.35
H 0.34 -1.26 -0.23
H -0.25 -0.10 0.16
H 0.18 0.49 -0.83
H 0.03 0.56 -0.18
H 0.43 -0.40 0.76
C -1.94 -0.10 -1.00
C 0.83 -1.76 1.04
O -0.39 0.49 -0.33
H 0.44 -0.21 0.18
H 0.82 0.44 0.38
H 0.47 -0.34 0.64
H 0.02 0.38 0.33
H -0.04 0.09 -0.78
H -0.31 1.22 -0.62
C 0.03 -0.82 -0.83
C -1.03 -1.27 0.12
O 1.22 1.05 -0.12
H -0.32 0.54 -0.03
H -0.06 0.00 -0.09
H 0.60 0.22 0.34
H -0.26 0.59 0.28
H 0.07 -0.39 0.27
H -0.18 0.01 0.13
C 0.42 0.93 -1.26
C 1.35 -0.81 1.98
O 0.81 0.43 -1.34
H -0.58 -0.73 0.31
H -0.85 -0.37 -0.22
H -0.04 0.70 -0.10
H -0.18 -0.65 0.01
H -0.89 0.38 0.25
H 0.05 -0.07 0.18
C 0.79 -0.36 0.47
C -1.01 -0.97 -0.67
O 0.72 1.06 -0.05
H 0.31 0.23 -0.07
H -0.29 0.65 0.63
H -0.55 -0.21 0.67
H 0.37 -0.78 -0.54
H -0.18 -0.09 -0.37
H -0.01 0.48 -0.04